Entry 1:
A molecular structure, C15H14Cl3N6O4RuS. Source: the OMol25 dataset; level of theory: ωB97M-V/def2-TZVPD.

The calculation puts the energy relative to the best compared isomer or geometry (same formula, charge and spin) at 1.4 kJ/mol. The LUMO energy is -4.43 eV. The HOMO energy is -11.4 eV. As for the molecular weight: 581.811 g/mol. The total charge is +1. As for the gap between HOMO and LUMO: 6.96 eV.

Geometry as XYZ:
```
44
Properties=species:S:1:pos:R:3:lowdin_charge:R:1
H -3.03987 0.72911 -2.94777 0.10
O 1.73878 -2.79641 -2.35014 0.08
O -1.21809 0.24574 -1.08528 -0.06
H 1.36616 4.50288 0.16993 0.12
C 0.97681 2.40419 0.25222 -0.08
H -2.74128 -0.22064 3.65714 0.09
C -0.80228 -0.38972 -2.11017 -0.50
N -1.21128 -0.19475 -3.37335 -0.03
C -2.23317 0.80590 -3.67221 0.02
S -0.17726 -2.92125 0.30183 0.84
N 0.35026 1.39681 0.85677 0.01
N -0.89576 -0.66757 1.84042 -0.09
C -1.04646 -2.88294 1.79901 -0.79
H -1.35345 3.10925 3.17569 0.12
H -2.29638 1.47602 3.93431 0.07
H -1.81206 1.80937 -3.63841 0.10
C 0.85341 -2.06339 -2.70679 -0.49
C -0.60656 -0.97927 -4.34648 -0.01
N -1.35517 -1.79033 2.43813 0.01
C 2.70010 -0.45912 0.24795 -0.77
H -0.97158 -0.81848 -5.35099 0.14
H 1.62651 2.14710 -0.57115 0.11
Cl 4.91649 -1.23613 -0.97241 0.68
C -0.49029 1.63647 1.88338 -0.18
N 0.12313 -1.28692 -1.79876 -0.04
H -1.28710 0.16216 4.55772 0.11
N -1.43539 -4.05286 2.31598 0.11
C -0.68559 2.92526 2.34872 0.03
C 0.35436 -1.87220 -4.07282 0.05
C 4.21894 -0.32896 0.36683 -1.52
Cl 4.60824 1.39783 0.22504 0.65
C -1.91421 0.48180 3.72198 0.00
H -1.18820 -4.92065 1.87613 0.10
H -1.92748 -4.06414 3.19283 0.12
Ru 0.27396 -0.60092 0.11801 1.35
C -1.12812 0.44881 2.45943 -0.22
C 0.82395 3.71517 0.67173 -0.01
H -2.62428 0.61106 -4.66658 0.10
H -0.15566 4.98670 2.09549 0.13
O 2.00679 -1.01649 1.13513 -0.11
C -0.01648 3.97537 1.73840 -0.01
Cl 4.77780 -0.94984 1.90549 0.68
O 2.10119 0.01065 -0.76374 -0.11
H 0.79656 -2.46466 -4.85865 0.13
```

=====

Entry 2:
A molecular structure, C33H36Cl4N6O4PW. Source: the OMol25 dataset; level of theory: ωB97M-V/def2-TZVPD.

The calculation puts the energy relative to the best compared isomer or geometry (same formula, charge and spin) at 45.3 kJ/mol. The LUMO energy (spin up / spin down) is -2.92 / -2.86 eV. The HOMO energy (spin up / spin down) is -9.0 / -9.2 eV. As for the molecular weight: 937.315 g/mol. The total charge is +1. As for the gap between HOMO and LUMO (spin up / spin down): 6.04 / 6.38 eV.

Geometry as XYZ:
```
85
Properties=species:S:1:pos:R:3:lowdin_charge:R:1
H 5.31562 1.45416 -0.93400 0.13
O 0.88805 2.11666 0.48228 -0.20
H 0.47508 4.21774 4.42146 0.11
Cl -3.17575 5.38557 -3.25604 0.68
N 3.29127 1.50979 -0.29523 -0.08
C -0.60282 4.66379 -3.66257 -0.71
H -1.81206 -2.89031 0.86475 0.08
C 4.27964 -0.42467 -1.17261 -0.18
H -5.39067 -2.58050 1.00356 0.14
C 3.66886 2.21971 0.71660 -0.04
C 1.40447 2.64794 1.55573 -0.32
H 4.07237 1.44304 -2.22100 0.13
C 1.27031 -0.92601 3.44618 -0.57
C 3.33663 3.27901 2.90637 -0.04
N -4.39523 -0.71698 0.76228 -0.07
C 0.49217 -1.92928 -2.60080 -0.34
H -0.48405 3.24784 2.36284 0.12
H 4.93817 -0.86590 -1.92194 0.13
N -3.66860 -2.87154 -0.09933 -0.15
H 2.77659 0.54338 4.00383 0.08
H -3.09787 0.95373 0.69822 0.07
H -3.69386 -3.04232 -2.17018 0.14
H -4.95027 0.63969 -0.78375 0.11
C 1.61796 -2.70355 -2.22602 -0.15
N 1.30233 -0.41801 0.88707 0.05
H -2.52909 -1.04343 -2.72671 0.07
C 2.80780 2.70190 1.73606 -0.15
C -1.80071 4.37604 -3.02093 -0.71
C 1.66074 -4.07795 -2.54062 -0.03
H 0.70289 -5.72481 -3.50010 0.11
C -2.23130 -2.57992 -0.09756 -0.29
C -2.95120 -0.56118 -1.85219 -0.27
H -5.29589 -2.92839 -1.41054 0.14
C -4.99992 -0.43525 -0.61420 -0.11
C 1.02471 -2.43756 3.59053 -0.02
C -0.78481 2.45048 -1.93802 -0.36
H 2.58014 -0.78988 5.15480 0.10
W 1.33365 0.64405 -0.83584 1.74
C 0.12414 -0.13985 4.10551 -0.02
H 4.59317 -0.76029 -0.17694 0.13
C 2.76023 -2.07592 -1.69064 -0.07
H 4.41321 3.30390 3.02921 0.12
O 0.34247 -0.70065 -2.17458 -0.25
C 2.60564 -0.52932 4.09739 -0.02
C 0.58494 3.23293 2.53305 -0.01
N -4.28459 -1.11912 -1.62346 -0.14
C -1.88164 3.27668 -2.16236 -0.59
N 2.88334 -0.81020 -1.40808 -0.10
C -0.37082 -3.87247 -3.77114 -0.06
C -3.02521 -0.12393 0.85620 -0.24
H -0.82998 -0.38666 3.63875 0.08
C 0.66557 -4.66863 -3.27468 -0.08
H -1.75494 -3.18782 -0.87033 0.08
H 0.89029 -2.68481 4.64206 0.10
O 1.45990 1.96278 -2.31552 -0.24
H -6.03873 -0.77077 -0.58380 0.15
C 2.51153 3.79126 3.87522 -0.08
C 4.32857 1.08587 -1.21977 -0.18
H -2.63783 -0.30754 1.86082 0.08
C -4.27020 -2.55248 -1.38732 -0.15
C 0.51444 3.85636 -3.43725 -0.61
H 2.92354 4.21210 4.78137 0.11
C 1.30810 -0.59682 2.02692 -0.05
H 0.28572 0.93243 4.00982 0.07
Cl -3.35579 2.96048 -1.31772 0.72
H -3.86078 -2.43347 1.90644 0.14
C -0.45179 -2.53511 -3.44377 -0.02
C 1.12610 3.78306 3.67446 -0.06
H 1.86835 -3.00605 3.20117 0.09
C -4.35749 -2.22954 0.95664 -0.12
H 3.64893 -2.69996 -1.60721 0.14
H 3.43753 -1.05496 3.62947 0.09
C 0.43132 2.76022 -2.59326 -0.35
H 0.13063 -2.73588 3.04253 0.08
Cl -0.48931 6.02763 -4.70513 0.68
H -3.04059 0.50164 -2.06001 0.05
Cl 2.02920 4.22520 -4.16095 0.72
P -1.77291 -0.77025 -0.40784 1.09
H 0.07588 -0.39594 5.16327 0.10
H 4.72369 2.47805 0.79862 0.14
H -1.24215 -1.93346 -3.86669 0.11
O -0.77307 1.40425 -1.13021 -0.34
H -1.12063 -4.30484 -4.42001 0.11
H -5.00067 -0.30436 1.47282 0.18
H 2.51737 -4.65082 -2.20543 0.12
```

=====

Entry 3:
14 unconnected molecules or ions with the total composition C14H56O14. Source: the OMol25 dataset; level of theory: ωB97M-V/def2-TZVPD.

The calculation puts the energy relative to the best compared isomer or geometry (same formula, charge and spin) at 89.3 kJ/mol. The LUMO energy is 0.05 eV. The HOMO energy is -8.6 eV. As for the molecular weight: 448.588 g/mol. The total charge is 0. As for the gap between HOMO and LUMO: 8.68 eV.

Geometry as XYZ:
```
84
Properties=species:S:1:pos:R:3:lowdin_charge:R:1
H 25.67202 -19.31484 -29.07470 0.04
H 22.94261 -18.75558 -31.87472 0.07
H 26.74938 -18.25660 -32.65381 0.07
O 25.13460 -20.11709 -28.90768 -0.15
H 24.63861 -19.61713 -26.92963 0.07
C 23.59996 -21.39224 -23.12169 -0.13
H 27.47163 -19.43508 -23.42761 0.09
H 27.80754 -20.48870 -29.15974 0.05
H 23.05732 -21.39846 -32.11545 0.07
O 29.22154 -18.99766 -28.89378 -0.13
O 21.80337 -16.34194 -28.12318 -0.14
H 24.05634 -22.68857 -26.92952 0.06
H 19.39187 -20.19745 -28.27585 0.07
O 26.20212 -17.70990 -29.43978 -0.13
H 20.91700 -18.17716 -27.81561 0.07
H 26.02440 -23.53118 -28.62981 0.06
O 23.68951 -20.79052 -24.39796 -0.16
H 27.84949 -21.35954 -25.79060 0.08
C 26.78671 -23.32222 -29.38812 -0.13
H 29.40068 -20.75813 -30.05478 0.09
C 23.05539 -22.05311 -31.23257 -0.17
H 23.44167 -20.64558 -22.33882 0.08
H 26.99292 -24.28418 -29.85668 0.08
H 22.36956 -20.87817 -25.58087 0.04
H 26.10510 -23.59060 -26.13807 0.03
O 26.16549 -22.49233 -30.37294 -0.15
H 23.58020 -18.15882 -30.32617 0.06
C 22.67300 -18.42317 -30.87495 -0.14
H 27.65969 -22.84903 -28.93720 0.06
H 25.52590 -19.32457 -31.83641 0.06
C 20.64438 -17.11928 -27.79503 -0.13
H 27.05405 -17.67771 -29.88277 0.08
H 23.52361 -19.06876 -28.23806 0.07
H 24.52275 -21.93450 -22.89771 0.08
H 19.33938 -20.81521 -29.97848 0.09
H 23.29840 -21.45467 -30.35290 0.06
H 26.43080 -19.00808 -25.47782 0.08
O 24.53906 -24.67872 -26.64119 -0.11
H 23.84452 -22.77035 -31.46380 0.07
H 24.82449 -18.03176 -33.74871 0.07
H 26.47368 -16.58210 -27.70092 0.08
H 26.73185 -19.96841 -32.91937 0.08
H 19.54878 -21.15325 -25.90172 0.07
H 24.41270 -20.13661 -24.45614 0.05
H 25.99782 -18.80579 -22.68976 0.08
C 20.47017 -21.33951 -25.34457 -0.14
H 21.43230 -22.38061 -30.22834 0.02
C 19.56710 -21.04337 -28.94059 -0.12
O 25.87346 -19.07899 -24.69476 -0.16
H 18.91647 -21.87715 -28.65181 0.08
O 21.57150 -20.96954 -26.14738 -0.17
C 26.65810 -18.71719 -23.55270 -0.11
O 26.98465 -23.18488 -26.15588 -0.12
H 19.88124 -16.95309 -28.55737 0.09
H 29.50480 -18.59596 -29.71935 0.07
H 27.03065 -17.69347 -23.58653 0.08
H 22.05502 -15.85392 -27.33566 0.08
O 25.15233 -18.93240 -33.82528 -0.12
C 24.18901 -19.86742 -27.89869 -0.13
H 20.48860 -22.41619 -25.13660 0.08
O 21.82293 -17.27090 -30.89249 -0.12
C 23.60463 -23.60842 -26.55185 -0.13
H 22.16047 -19.24828 -30.37244 0.07
C 26.86871 -21.77225 -26.01654 -0.15
C 28.88952 -20.36393 -29.17820 -0.14
H 21.84960 -16.96167 -29.97691 0.01
H 21.23349 -21.24498 -27.90470 0.03
H 26.52630 -21.36460 -26.97646 0.06
H 20.18499 -16.88357 -26.83530 0.08
H 25.00255 -16.27132 -28.51030 0.08
O 21.83343 -22.74141 -31.04294 -0.13
H 29.26626 -20.98097 -28.35610 0.08
C 26.04813 -16.50935 -28.71157 -0.12
H 26.14650 -21.51966 -25.23557 0.06
H 22.76768 -22.09087 -23.09931 0.08
H 20.37029 -20.78414 -24.40814 0.08
H 24.26656 -25.34716 -26.00425 0.09
H 25.82560 -21.73754 -29.86944 0.02
H 26.51956 -15.66455 -29.21283 0.09
H 22.74248 -23.78249 -27.20332 0.09
H 23.24349 -23.39144 -25.54379 0.07
O 20.92542 -21.47842 -28.79484 -0.16
C 26.07450 -19.11315 -32.75906 -0.16
H 23.56577 -20.73361 -27.68054 0.06
```

=====

Entry 4:
2 unconnected molecules or ions with the total composition C4H12N2O. Source: the OMol25 dataset; level of theory: ωB97M-V/def2-TZVPD.

The calculation puts the energy relative to the best compared isomer or geometry (same formula, charge and spin) at 210.2 kJ/mol. The LUMO energy is 0.61 eV. The HOMO energy is -8.4 eV. As for the molecular weight: 104.153 g/mol. The total charge is 0. As for the gap between HOMO and LUMO: 8.98 eV.

Geometry as XYZ:
```
19
Properties=species:S:1:pos:R:3:lowdin_charge:R:1
H -1.07176 -0.85877 0.33985 0.09
H -4.29673 1.08619 4.58839 0.05
H -1.95181 -1.92231 -1.79834 0.06
O -4.42824 0.38381 3.90618 -0.09
C 0.81847 1.07496 -0.39417 -0.21
N -1.08142 -2.12485 -1.33877 0.00
H 2.13472 -1.47436 -1.19721 0.09
H -3.58533 0.50346 3.41820 0.04
H 2.47627 2.41483 0.19764 0.07
N 1.50791 -0.93169 -1.77096 0.07
H -1.19008 -2.96889 -0.77983 0.07
H 1.96288 -0.30919 -2.40838 0.07
H 2.86498 1.32481 -1.09890 0.06
H 0.30491 1.26332 0.54193 0.10
C 0.58963 -0.35011 -0.86021 -0.35
C -0.54537 -1.02418 -0.60272 -0.18
H 2.79119 0.72790 0.53823 0.07
H 0.39755 1.78241 -1.11418 0.11
C 2.30223 1.40263 -0.16677 -0.12
```

=====

Computed calculated total energy, in the same sequence as the records: -83892.9856, -113136.0359, -44085.6626, -9369.0152 eV.